Record 1
Density functional theory data (ωB97M-V with the def2-TZVPD basis set) for a 3-piece molecular cluster, C3H11O3 overall at a distorted geometry.

The geometry in XYZ format:
```
17
Properties=species:S:1:pos:R:3:forces:R:3:mulliken_spin:R:1
C 0.14304 0.39941 0.17837 -1.3845 -0.7134 -0.3759 0.02
O 1.26736 -0.21709 0.68171 -0.9295 -0.1414 -0.8019 0.71
C -0.98134 -0.52322 -0.27597 -0.7583 -0.7266 -0.6984 0.01
C -2.19924 0.31711 -0.63332 0.2133 0.0271 -0.1536 0.00
H 0.35563 1.05596 -0.66129 0.6279 0.3285 -0.1800 0.02
H -0.35109 1.06381 0.90132 0.5825 0.0639 0.5389 0.06
H -1.28683 -1.28885 0.43670 0.3466 0.1437 0.4031 0.00
H -0.74009 -1.08626 -1.18517 0.5160 0.1268 0.1227 0.00
H -2.99583 -0.21404 -1.12659 0.1283 -0.4332 -0.7652 0.00
H -1.89693 1.19180 -1.20156 -0.1828 0.0888 -0.2936 0.00
H -2.71923 0.64774 0.22499 -0.2152 0.7331 1.3361 0.00
H 1.52866 -1.69414 -1.97287 0.2336 0.0244 -0.1837 0.00
H 1.96496 -0.76969 -0.87917 0.4052 0.0678 0.1876 0.00
O 2.20594 -1.03524 -1.77225 -0.3507 -0.2694 -0.2502 0.03
H 1.74219 0.68653 1.57006 1.0385 -0.0804 1.5248 -0.01
H 2.08858 0.41841 3.20241 0.0104 -0.4801 -0.4581 -0.01
O 1.87421 1.04774 2.51264 -0.2814 1.2403 0.0473 0.17
```
Positions in Å, forces in eV/Å.

- Largest force on an atom: 1.8 eV/A
- Total charge: 0
- Energy: -9428.8564 eV
- Spin multiplicity: 2
- HOMO (spin up / spin down): -11.3 / -11.1 eV
- Energy relative to the best compared isomer or geometry (same formula, charge and spin): 65.44 kJ/mol

Record 2
Density functional theory data (ωB97M-V with the def2-TZVPD basis set) for C32H37Br2ClF8N3O28P2S as an isolated structure at a distorted geometry.

The geometry in XYZ format:
```
114
Properties=species:S:1:pos:R:3:forces:R:3:lowdin_charge:R:1
C -2.93747 -1.77917 1.27737 -0.2540 -0.1133 -0.3338 -0.08
C -2.47496 -1.14435 0.01306 -0.1193 0.2894 0.4227 -0.76
Br -3.11170 0.56474 -0.30241 -0.2036 0.4034 0.0131 0.95
C -1.66407 -1.71439 -0.86005 0.2909 0.5331 -0.3224 -0.74
Br -1.15977 -0.86972 -2.42963 0.6210 0.2406 -0.0032 1.00
N -1.20179 -3.08232 -0.60985 0.2167 -0.3318 0.3410 -0.01
C -1.01277 -3.91207 -1.85349 -0.1708 -0.2708 -0.0544 -0.30
C -2.10574 -3.79528 -2.89994 -0.0666 0.2376 -0.6918 -0.23
S -1.29706 -3.82536 -4.50791 -0.1549 -0.1445 0.3627 0.68
O -0.89105 -2.52584 -4.88282 0.0742 0.8663 -0.5967 -0.35
O -0.32392 -4.86545 -4.43272 0.4094 -0.8700 -0.0532 -0.31
C -0.85029 -5.34720 -1.45410 -0.9911 -0.9559 -0.3844 -0.34
P -2.34106 -6.15730 -0.58947 0.4238 -0.2532 2.1162 0.89
O -3.56094 -5.09590 -0.77015 -0.1222 0.1225 -0.2366 -0.27
O -2.78748 -7.34948 -1.58262 -0.0318 0.2907 -0.6400 -0.22
N 0.33505 -5.45675 -0.66943 1.2536 1.1141 -0.6397 -0.10
O 0.90443 -6.76052 -0.61473 0.1231 0.1933 -0.5009 0.08
C 0.41731 -7.49311 0.33038 -0.7879 -0.7081 1.4825 -0.34
N -0.02439 -8.06825 1.23572 0.4963 0.2458 -0.7711 0.24
C 0.37108 -4.72577 0.56196 -0.5963 -0.0215 0.8673 -0.30
C 1.66723 -4.85310 1.35476 -0.3056 -1.0220 -0.4597 -0.08
C 2.96592 -4.92799 0.62895 1.2314 0.2266 1.0601 -0.50
O 4.01700 -5.07497 1.15880 -0.4747 0.0000 -0.3440 0.19
F 2.88961 -4.77314 -0.69262 0.0536 0.0771 -0.7942 0.11
C 0.00196 -3.23971 0.37579 -0.1737 0.6723 -1.6695 -0.26
P 1.58674 -2.20745 0.17129 0.7495 -0.2791 0.8942 0.60
O 1.84958 -2.05953 -1.40692 -0.6452 0.0366 -0.3633 -0.30
Cl 1.11281 -0.34402 0.76919 -0.5209 0.0036 -0.3810 0.42
H -3.46946 -2.69048 1.04327 -0.1125 -0.6164 0.0878 0.09
H -3.65816 -1.14853 1.75057 -0.3709 0.3902 0.3685 0.07
H -2.14440 -1.95570 1.98230 0.3819 -0.1321 0.3029 0.08
H -1.98355 -3.50286 -0.09752 -0.2098 -0.1523 -0.1245 0.13
H -0.08075 -3.65179 -2.31823 0.5883 0.7244 0.1308 0.13
H -2.68965 -2.89130 -2.87486 -0.2163 0.2953 0.1785 0.08
H -2.78600 -4.62504 -2.92905 -0.1499 -0.4996 0.1378 0.09
H -2.31182 -4.23700 -5.29283 -0.1640 -0.0051 -0.1358 0.10
H -0.65497 -5.83491 -2.39839 0.1204 -0.3736 -0.3703 0.13
H -4.20223 -5.33669 -1.44942 -0.2178 0.0790 -0.1370 0.08
H -2.02515 -7.82913 -1.92395 -0.0621 -0.3606 -0.1917 0.08
H -0.39942 -5.12363 1.21908 -0.3086 -0.1690 0.3989 0.13
H 1.77599 -4.07339 2.07826 -0.0725 0.4795 0.4385 0.12
H 1.59913 -5.76242 1.92706 0.0760 -0.5391 0.3088 0.13
H -0.41130 -2.94016 1.31787 -0.0797 0.3588 0.5970 0.10
H 2.29538 -2.87616 -1.67110 0.3720 0.0474 -0.3552 0.06
C 5.27520 -2.05321 2.65226 0.0710 -0.1958 0.0517 -0.06
C 5.49021 -1.28401 1.36594 -0.1497 0.1748 0.1658 -0.30
O 5.74989 0.02073 1.83289 0.2218 -0.1180 -0.0878 0.12
C 6.30579 -0.08710 3.08359 -0.2179 -0.2379 -0.0123 -0.54
O 6.86190 0.78143 3.64778 0.0769 0.2892 0.1380 0.21
O 6.11828 -1.34330 3.56265 -0.0809 -0.0227 -0.1733 0.08
F 4.37046 -1.25797 0.58622 0.1282 0.0483 0.0118 0.01
H 4.23793 -1.98307 2.98657 -0.0450 0.0779 -0.1083 0.14
H 5.56447 -3.09814 2.58437 0.1554 0.0368 0.1056 0.13
H 6.33142 -1.63154 0.76588 -0.0958 -0.0298 -0.1468 0.18
C 3.30636 3.49209 1.12379 -0.0097 0.0197 0.1556 -0.03
C 3.24980 4.48148 -0.02102 0.1459 -0.2621 -0.1008 -0.31
O 2.33786 3.83054 -0.92216 -0.2948 0.1382 0.3466 0.14
C 1.50781 3.06302 -0.17249 0.0909 -0.0185 -0.1582 -0.58
O 0.48194 2.57781 -0.53953 0.0248 0.1272 -0.1785 0.11
O 1.99292 2.90690 1.07309 0.2016 0.0656 0.1896 0.04
F 4.44809 4.62041 -0.61466 -0.0957 -0.1155 -0.1053 0.09
H 4.05522 2.71932 0.95142 0.0468 0.0256 -0.1282 0.14
H 3.48535 3.95856 2.08670 -0.2061 -0.0154 0.0816 0.14
H 2.85778 5.46429 0.23996 0.0643 0.0576 -0.1430 0.16
C -1.14292 3.04593 -4.19564 0.1245 -0.1412 0.1364 -0.06
C -1.48100 3.74376 -5.48657 0.2954 -0.0655 -0.3043 -0.30
O -2.41961 2.86030 -6.07588 -0.1881 0.1959 0.1828 0.14
C -3.04981 2.20718 -5.06082 0.1462 0.0514 -0.0668 -0.56
O -4.05200 1.59023 -5.17424 -0.1997 -0.2691 -0.0352 0.18
O -2.37141 2.36814 -3.90310 0.1430 -0.0286 0.0462 0.05
F -0.39729 3.85233 -6.30489 -0.2080 -0.0410 0.0868 0.07
H -0.34424 2.31441 -4.32623 0.0104 -0.0123 -0.2122 0.14
H -0.87802 3.72636 -3.40648 -0.1399 0.1371 0.3094 0.11
H -1.93679 4.72734 -5.36155 0.1104 0.0196 -0.0497 0.17
C -2.69359 5.48546 0.79761 0.2189 0.0568 -0.1576 -0.04
C -2.84139 4.02967 0.40936 -0.2291 0.1913 0.0185 -0.33
O -3.01625 4.11029 -0.99828 0.2705 -0.1794 0.0456 0.12
C -2.37613 5.22914 -1.42866 -0.0621 0.0953 0.1840 -0.55
O -2.10380 5.45716 -2.56038 -0.0479 0.0535 -0.1979 0.17
O -2.08171 6.03285 -0.38953 -0.0544 -0.1195 0.2016 0.09
F -3.93926 3.45043 0.95288 0.0236 -0.0206 -0.1239 0.05
H -3.65729 5.95707 0.96087 -0.1332 -0.0893 -0.0639 0.13
H -2.06591 5.63966 1.66681 0.1676 0.0880 -0.0959 0.14
H -1.96725 3.41148 0.62467 -0.0435 -0.0702 0.0316 0.15
C -4.50286 8.68433 4.65194 0.0729 0.0086 0.1378 -0.04
C -5.91020 8.18735 4.39343 0.0907 0.1157 -0.2477 -0.31
O -5.68288 7.11916 3.48262 -0.0858 -0.0990 0.2834 0.14
C -4.44291 6.62527 3.72857 -0.0741 0.1818 0.0383 -0.55
O -4.04064 5.58591 3.32576 0.0851 -0.1624 -0.0501 0.16
O -3.73436 7.47997 4.49433 -0.0814 0.1822 0.0611 0.08
F -6.68417 9.12363 3.80343 0.0416 -0.0729 -0.0573 0.09
H -4.19531 9.41394 3.90317 -0.1077 -0.0021 -0.0817 0.15
H -4.36685 9.10443 5.64317 0.1110 -0.1771 0.0786 0.14
H -6.42650 7.80265 5.27341 -0.0871 0.0435 -0.0082 0.18
C 2.72335 8.62657 -4.34791 0.2217 0.0907 -0.0127 -0.04
C 1.93969 9.47322 -3.36802 -0.2520 -0.2298 -0.0377 -0.31
O 1.97072 8.67674 -2.19317 0.1836 0.2106 0.0133 0.13
C 3.10423 7.92440 -2.23491 -0.0195 0.0749 -0.1096 -0.54
O 3.57270 7.35613 -1.30706 -0.1100 -0.1709 0.1340 0.17
O 3.63387 7.93908 -3.47618 -0.0964 0.0933 -0.1284 0.08
F 0.65441 9.65091 -3.75785 0.1066 -0.0644 0.0940 0.08
H 2.08607 7.90397 -4.84837 -0.2144 -0.0626 0.0018 0.14
H 3.26023 9.20862 -5.09045 0.2014 -0.0309 0.1071 0.14
H 2.38219 10.44594 -3.15084 -0.0911 0.0663 -0.0248 0.17
C 1.68217 -9.75096 3.66890 0.1117 0.0324 -0.0745 -0.07
C 1.04042 -8.77970 4.63976 -0.1935 -0.2860 0.0330 -0.33
O 1.21795 -9.42935 5.87886 0.2404 0.1988 -0.0277 0.13
C 2.34023 -10.21090 5.78427 -0.1869 0.0322 -0.2243 -0.54
O 2.91172 -10.68222 6.69791 0.1023 -0.1534 0.2543 0.20
O 2.69904 -10.34548 4.48189 -0.1246 0.1133 -0.0943 0.07
F -0.28461 -8.60840 4.40896 0.0504 -0.0161 0.0599 0.06
H 0.97793 -10.51561 3.34152 -0.1358 0.0581 0.0686 0.14
H 2.11493 -9.26661 2.79914 0.1911 -0.0365 0.0581 0.12
H 1.51851 -7.79784 4.67907 -0.0869 0.0546 -0.0384 0.17
```
Positions in Å, forces in eV/Å.

- Largest force on an atom: 2.2 eV/A
- Total charge: +1
- Energy: -299335.2785 eV
- Spin multiplicity: 1
- HOMO: -12.0 eV

Record 3
Density functional theory data (ωB97M-V with the def2-TZVPD basis set) for the molecule C2H3N3O3 at a distorted geometry.

The geometry in XYZ format:
```
11
Properties=species:S:1:pos:R:3:forces:R:3:lowdin_charge:R:1
O 1.42239 1.00574 -1.52212 1.9898 0.7290 -0.1521 0.15
C 0.53386 0.40082 -1.05233 -1.6908 -1.4009 0.0412 -0.55
N -0.76072 0.34125 -1.51026 -3.4677 -0.5195 3.8975 0.15
C -1.49054 0.03281 -0.33921 2.6833 0.4782 -4.7171 -0.03
N -0.70228 -0.19435 0.70910 -0.6719 -0.5643 0.6095 -0.13
O -1.27920 -1.09863 1.65120 2.1623 0.2418 0.2520 0.03
N 0.61381 -0.43965 0.16768 -0.5552 0.8677 0.9801 -0.01
O 1.51367 0.05860 1.09063 0.6516 -1.0361 0.2043 0.02
H -2.55170 -0.14821 -0.30483 -0.0864 0.1990 0.0427 0.14
H -0.58420 -1.13338 2.37352 -1.1435 0.1794 -0.9833 0.14
H 1.56535 1.00333 0.95728 0.1284 0.8257 -0.1747 0.10
```
Positions in Å, forces in eV/Å.

- Largest force on an atom: 5.4 eV/A
- Total charge: 0
- Energy: -12730.6693 eV
- Spin multiplicity: 1
- HOMO: -9.9 eV
- Energy relative to the best compared isomer or geometry (same formula, charge and spin): 317.29 kJ/mol
- SMILES: O=c1ncn(O)n1O